[1]
{"formula": "C6H14NO", "method": "the ωB97M-V functional and the def2-TZVPD basis", "elements": ["C", "C", "C", "N", "C", "C", "C", "O", "H", "H", "H", "H", "H", "H", "H", "H", "H", "H", "H", "H", "H", "H"], "positions_angstrom": [[-0.681, -1.380, -0.005], [-0.842, -1.184, 1.474], [0.464, -0.386, -0.580], [1.800, -1.042, -0.241], [3.048, 0.908, 0.403], [2.242, 0.136, -0.578], [-2.773, 1.222, -0.706], [-3.243, -0.029, -0.477], [-0.355, -2.432, -0.251], [-1.560, -1.014, -0.585], [-0.152, -1.719, 2.132], [-1.857, -1.461, 1.775], [-0.976, -0.034, 1.456], [0.128, 0.679, -0.329], [0.258, -0.507, -1.680], [-2.822, 1.914, 0.176], [3.316, 1.955, 0.083], [3.853, 0.345, 0.783], [2.417, 1.059, 1.295], [2.484, 0.390, -1.599], [-1.711, 1.043, -0.805], [-3.037, 1.536, -1.742]], "mulliken_charge": [-0.3023, -1.0320, -0.5290, -0.6814, -1.2420, 0.2138, -0.2605, -0.8620, 0.3403, 0.3453, 0.3192, 0.3661, 0.1714, 0.2671, 0.2315, 0.1676, 0.3142, 0.3582, 0.3115, 0.4630, -0.2297, 0.2699], "homo_lumo_gap_ha": 0.207, "homo_ev": -2.1, "relative_energy_kcal_mol": 126.9, "spin_multiplicity": 1, "e_tot_ha": -366.79938, "total_charge": -1}

[2]
{"formula": "C6H14NO", "method": "the ωB97M-V functional and the def2-TZVPD basis", "elements": ["C", "C", "C", "N", "C", "C", "C", "O", "H", "H", "H", "H", "H", "H", "H", "H", "H", "H", "H", "H", "H", "H"], "positions_angstrom": [[0.201, -0.139, 1.472], [-0.168, -1.629, 1.535], [0.913, 0.152, 0.093], [1.996, -0.828, -0.322], [1.505, -0.707, -2.847], [2.077, -0.215, -1.545], [-3.356, 1.737, 0.430], [-2.295, 1.469, 1.202], [0.878, 0.140, 2.289], [-0.719, 0.485, 1.463], [-1.209, -1.780, 1.209], [0.378, -2.147, 0.737], [-0.025, -2.102, 2.510], [0.047, 0.148, -0.567], [1.224, 1.211, 0.168], [-3.661, 0.912, -0.282], [2.012, -0.443, -3.771], [1.454, -1.806, -2.834], [0.436, -0.434, -2.784], [2.676, 0.719, -1.631], [-3.172, 2.630, -0.228], [-4.367, 1.903, 0.924]], "mulliken_charge": [-0.2840, -1.1303, -0.4095, -0.8497, -1.0295, -0.2201, -0.7695, -0.8086, 0.4112, 0.1487, 0.2642, 0.3541, 0.2662, 0.0725, 0.2369, 0.1759, 0.3704, 0.2500, 0.1549, 0.4431, 0.1775, 0.1757], "homo_lumo_gap_ha": [0.166, 0.205], "homo_ev": [2.4, 1.3], "relative_energy_kcal_mol": 67.6, "spin_multiplicity": 2, "e_tot_ha": -366.73797, "total_charge": -2}

[3]
{"formula": "C6H14NO", "method": "the ωB97M-V functional and the def2-TZVPD basis", "elements": ["C", "N", "C", "C", "C", "C", "C", "O", "H", "H", "H", "H", "H", "H", "H", "H", "H", "H", "H", "H", "H", "H"], "positions_angstrom": [[3.045, -0.227, -1.423], [1.857, -0.314, -2.042], [-0.310, -0.531, 0.981], [-1.104, 0.534, 0.211], [-1.273, 0.023, -1.278], [-0.389, 1.837, 0.312], [-1.170, -1.543, 1.737], [-1.971, -0.885, 2.616], [3.499, -1.027, -0.845], [3.843, 0.470, -1.708], [2.153, 0.514, -0.412], [0.392, -0.175, 1.780], [0.335, -1.058, 0.266], [-2.128, 0.489, 0.631], [-1.734, -0.967, -1.240], [-0.297, -0.039, -1.744], [-1.974, 0.708, -1.812], [0.709, 1.775, 0.228], [-0.615, 2.421, 1.253], [-0.579, 2.429, -0.615], [-0.513, -2.329, 2.167], [-1.775, -2.106, 0.937]], "mulliken_charge": [-0.3425, -0.3447, -0.7196, 0.8186, -1.3689, -1.3030, -0.4880, -0.3548, 0.2700, 0.3084, 0.0304, 0.3509, 0.2870, 0.2936, 0.3645, 0.3356, 0.3990, 0.2090, 0.3115, 0.3509, 0.3862, 0.2059], "homo_lumo_gap_ha": [0.269, 0.365], "homo_ev": [-8.7, -10.4], "relative_energy_kcal_mol": 132.5, "spin_multiplicity": 2, "e_tot_ha": -366.71872}